a:
DFT (the ωB97M-V functional and the def2-TZVPD basis) results for a molecular structure, C7H12N2.

Molecular weight: 124.2 g mol⁻¹
HOMO-LUMO gap: 9.82 eV
E_LUMO: 1.0 eV
Net charge: 0

Atoms and positions in Å:
1 C -0.12 1.88 -0.24
2 C -0.99 0.68 0.09
3 C -0.64 -0.66 -0.70
4 C -1.24 -1.35 0.54
5 C -0.53 -0.32 1.25
6 C 0.96 -0.47 0.86
7 C 0.91 -0.94 -0.47
8 H -0.91 2.82 -1.96
9 H 0.30 1.39 -2.03
10 H -0.61 2.64 0.18
11 H 0.98 1.75 0.35
12 H -2.11 1.18 0.17
13 H -1.26 -0.82 -1.65
14 H -1.12 -2.44 0.97
15 H -2.34 -1.03 0.68
16 H -0.68 -0.06 2.22
17 H 1.54 0.35 1.19
18 H 2.59 -2.01 0.50
19 H 1.72 -0.15 -0.99
20 N 0.13 2.29 -1.60
21 N 1.56 -1.80 0.52

These are the Mulliken partial charges, in e, on atoms 1 to 8: C -1.105; C 0.270; C -0.489; C -0.521; C -0.675; C -0.284; C -0.062; H 0.304


b:
DFT (the ωB97M-V functional and the def2-TZVPD basis) results for a single C7H12N2 molecule.

Molecular weight: 124.2 g mol⁻¹
HOMO-LUMO gap: 9.79 eV
E_LUMO: 0.5 eV
Net charge: 0

Atoms and positions in Å:
1 H 1.45 -0.68 -2.48
2 N 2.14 -0.84 -1.75
3 C 1.70 -0.72 -0.57
4 C 2.63 -0.93 0.59
5 C 0.23 -0.63 -0.17
6 C -0.60 -1.66 -0.27
7 C -0.10 0.77 0.12
8 C -1.39 1.19 0.78
9 C -2.65 0.95 -0.07
10 N 0.88 1.55 -0.13
11 H 0.73 2.53 0.06
12 H 2.63 -0.04 1.21
13 H 2.30 -1.77 1.19
14 H 3.64 -1.11 0.23
15 H -0.22 -2.63 -0.57
16 H -1.66 -1.59 -0.06
17 H -1.49 0.64 1.72
18 H -1.31 2.25 1.01
19 H -3.00 -0.08 -0.02
20 H -2.46 1.20 -1.12
21 H -3.45 1.59 0.29

These are the Mulliken partial charges, in e, on atoms 1 to 8: H 0.263; N -0.766; C 0.930; C -1.250; C 0.074; C -1.030; C 0.774; C -0.615


Q: Which of them is the least stable? A: a.


a:
DFT (the ωB97M-V functional and the def2-TZVPD basis) results for a single C9H15N3O6 molecule.

Molecular weight: 261.2 g mol⁻¹
HOMO-LUMO gap: 10.06 eV
E_LUMO: 0.4 eV
Net charge: 0

Atoms and positions in Å:
1 N 5.61 -0.02 0.22
2 C 4.26 -0.17 -0.30
3 O 3.95 -0.58 -1.41
4 C 2.97 0.01 0.49
5 C 1.64 -0.38 -0.21
6 N 1.33 0.48 -1.37
7 C 0.44 -0.51 0.66
8 O 0.57 -0.29 1.88
9 N -0.71 -0.89 -0.04
10 C -1.95 -1.13 0.66
11 C -2.56 0.30 1.23
12 C -3.17 1.21 0.15
13 C -2.20 2.34 -0.52
14 O -2.47 3.24 -1.23
15 O -0.96 2.50 0.18
16 C -2.88 -2.01 -0.39
17 O -2.43 -2.63 -1.24
18 O -4.27 -1.79 -0.48
19 H 6.12 -0.91 0.05
20 H 6.05 0.78 -0.03
21 H 2.91 -0.66 1.42
22 H 3.10 1.05 0.94
23 H 1.82 -1.41 -0.70
24 H 1.40 1.47 -1.19
25 H 2.13 0.39 -2.08
26 H -0.80 -1.28 -0.90
27 H -1.85 -1.74 1.55
28 H -3.52 0.07 1.80
29 H -1.91 0.63 2.04
30 H -3.59 0.58 -0.52
31 H -3.84 1.98 0.49
32 H -0.72 1.59 0.27
33 H -4.49 -2.20 -1.41

These are the Mulliken partial charges, in e, on atoms 1 to 8: N -0.483; C 0.462; O -0.570; C -0.746; C 0.535; N -0.610; C -0.137; O -0.677


b:
DFT (the ωB97M-V functional and the def2-TZVPD basis) results for a single C9H15N3O6 molecule.

Molecular weight: 261.2 g mol⁻¹
HOMO-LUMO gap: 10.16 eV
E_LUMO: 0.2 eV
Net charge: 0

Atoms and positions in Å:
1 N 3.00 -1.94 1.22
2 C 3.78 -1.07 0.44
3 O 4.97 -0.91 0.29
4 C 2.86 -0.44 -0.40
5 C 1.82 0.61 0.04
6 N 0.57 0.54 -0.59
7 C -0.03 -0.72 -0.56
8 O 0.46 -1.72 -0.06
9 C -1.36 -0.71 -1.06
10 N -1.86 -2.12 -1.28
11 C -2.26 -0.18 0.20
12 C -3.65 -0.03 -0.38
13 C -4.80 0.41 0.64
14 O -4.66 0.27 2.00
15 O -5.94 0.99 -0.09
16 C 2.42 2.05 -0.12
17 O 1.59 3.00 -0.42
18 O 3.73 2.25 0.26
19 H 3.54 -2.28 2.16
20 H 2.02 -1.94 1.13
21 H 3.59 -0.10 -1.30
22 H 2.24 -1.19 -1.09
23 H 1.76 0.34 1.11
24 H 0.02 1.63 -0.55
25 H -1.49 -0.30 -2.08
26 H -0.84 -2.62 -1.73
27 H -1.98 -2.58 -0.18
28 H -1.93 0.76 0.93
29 H -2.45 -1.23 0.73
30 H -3.89 0.56 -1.23
31 H -4.23 -0.93 -0.74
32 H -6.01 0.84 -0.97
33 H 3.83 3.12 -0.27

These are the Mulliken partial charges, in e, on atoms 1 to 8: N -0.357; C 0.326; O -0.603; C -0.855; C 0.347; N -0.273; C 0.213; O -0.714


Q: Which of them is the least stable? A: b.


a:
DFT (the ωB97M-V functional and the def2-TZVPD basis) results for a single C9H15N3O6 molecule.

Molecular weight: 261.2 g mol⁻¹
HOMO-LUMO gap: 10.05 eV
E_LUMO: 0.5 eV
Net charge: 0

Atoms and positions in Å:
1 N -1.00 -0.77 5.23
2 C -1.27 -0.06 4.05
3 O -2.12 0.79 4.06
4 C -0.45 -0.57 2.82
5 C -0.29 0.52 1.76
6 N -1.55 0.85 1.14
7 C 0.74 0.11 0.70
8 O 1.93 -0.03 1.09
9 N 0.18 -0.18 -0.45
10 C 0.77 -0.56 -1.68
11 C 1.41 0.68 -2.32
12 C 0.35 1.82 -2.39
13 C -1.02 1.33 -2.87
14 O -1.94 1.06 -2.14
15 O -1.15 1.27 -4.16
16 C 1.70 -1.80 -1.77
17 O 1.64 -2.61 -2.63
18 O 2.46 -2.00 -0.76
19 H -1.64 -0.68 6.00
20 H -0.13 -1.23 5.28
21 H 0.56 -0.94 3.16
22 H -0.86 -1.55 2.46
23 H 0.10 1.40 2.27
24 H -2.28 0.20 1.39
25 H -1.82 1.79 1.37
26 H -0.72 0.25 -0.55
27 H -0.13 -0.92 -2.39
28 H 1.77 0.37 -3.32
29 H 2.22 0.94 -1.64
30 H 0.61 2.74 -3.04
31 H 0.15 2.12 -1.35
32 H -2.07 0.90 -4.34
33 H 2.44 -1.23 -0.11

These are the Mulliken partial charges, in e, on atoms 1 to 8: N -0.382; C 0.571; O -0.574; C -1.151; C 0.365; N -0.513; C 0.366; O -0.837


b:
DFT (the ωB97M-V functional and the def2-TZVPD basis) results for a single C9H15N3O6 molecule.

Molecular weight: 261.2 g mol⁻¹
HOMO-LUMO gap: 9.66 eV
E_LUMO: 0.4 eV
Net charge: 0

Atoms and positions in Å:
1 N -3.80 -0.96 1.27
2 C -4.20 -0.45 0.09
3 O -5.31 -0.66 -0.38
4 C -3.22 0.45 -0.70
5 C -2.32 1.40 0.20
6 N -2.03 2.62 -0.47
7 C -1.02 0.59 0.48
8 O -1.03 -0.41 1.22
9 N 0.06 0.91 -0.26
10 C 1.22 0.03 -0.29
11 C 2.02 0.05 1.04
12 C 3.47 -0.39 1.00
13 C 4.30 0.42 0.06
14 O 3.84 1.24 -0.70
15 O 5.63 0.15 0.15
16 C 0.73 -1.28 -0.83
17 O -0.30 -1.44 -1.44
18 O 1.60 -2.33 -0.57
19 H -2.80 -0.87 1.51
20 H -4.42 -1.60 1.75
21 H -2.60 -0.14 -1.38
22 H -3.86 1.03 -1.31
23 H -2.74 1.54 1.23
24 H -2.96 3.06 -0.68
25 H -1.56 3.29 0.16
26 H -0.05 1.70 -0.91
27 H 1.88 0.36 -1.09
28 H 1.99 1.00 1.46
29 H 1.48 -0.67 1.68
30 H 3.43 -1.42 0.72
31 H 3.98 -0.33 1.96
32 H 6.10 0.76 -0.48
33 H 1.11 -3.08 -0.99

These are the Mulliken partial charges, in e, on atoms 1 to 8: N -0.287; C 0.511; O -0.671; C -0.703; C 0.293; N -0.812; C 0.299; O -0.832


Q: Which of them is the least stable? A: a.


a:
DFT (the ωB97M-V functional and the def2-TZVPD basis) results for a gas-phase ion, C4H11INO (charge +1).

Molecular weight: 216.0 g mol⁻¹
HOMO-LUMO gap: 8.27 eV
E_LUMO: -3.7 eV
Net charge: +1

Atoms and positions in Å:
1 C 1.25 -0.88 1.79
2 C 2.15 -0.89 -1.79
3 C 1.14 -0.57 0.34
4 C -1.89 0.88 -0.31
5 N -3.02 1.14 0.80
6 O 2.01 -1.22 -0.41
7 I -1.13 -1.18 -0.26
8 H 0.30 -0.53 2.21
9 H 1.25 -2.03 1.70
10 H 2.17 -0.39 2.17
11 H 3.27 -0.83 -2.04
12 H 1.78 0.11 -1.96
13 H 1.60 -1.67 -2.25
14 H 0.95 0.53 0.00
15 H -2.49 1.11 -1.17
16 H -2.95 2.21 1.04
17 H -2.72 0.64 1.71
18 H -3.93 0.82 0.58

These are the Mulliken partial charges, in e, on atoms 1 to 8: C -0.866; C -0.676; C -0.167; C -0.595; N -0.476; O -0.258; I 0.207; H 0.275


b:
DFT (the ωB97M-V functional and the def2-TZVPD basis) results for 3 unconnected molecules or ions with the total composition C4H11INO.

Molecular weight: 216.0 g mol⁻¹
HOMO-LUMO gap: 5.19 eV
E_LUMO: -7.5 eV
Net charge: +1

Atoms and positions in Å:
1 C -0.14 0.71 -1.25
2 C -0.12 1.63 1.11
3 C 2.19 -3.69 0.29
4 C 0.89 -0.40 0.60
5 N 0.25 0.65 0.19
6 O 1.17 -1.44 -0.03
7 I -3.91 0.17 0.22
8 H -1.26 0.45 -1.30
9 H 0.06 1.71 -1.59
10 H 0.44 0.06 -1.78
11 H 0.05 2.63 0.72
12 H -1.08 1.42 1.66
13 H 0.63 1.64 1.93
14 H 1.63 -4.09 1.21
15 H 1.95 -4.07 -0.57
16 H 1.10 -0.25 1.64
17 H -3.75 0.42 -1.39
18 H 3.23 -3.59 0.49

These are the Mulliken partial charges, in e, on atoms 1 to 8: C -0.741; C -0.896; C -0.101; C 0.239; N 0.170; O -0.649; I -0.053; H 0.062


c:
DFT (the ωB97M-V functional and the def2-TZVPD basis) results for 2 unconnected molecules or ions with the total composition C4H11INO.

Molecular weight: 216.0 g mol⁻¹
HOMO-LUMO gap: 9.08 eV
E_LUMO: -3.8 eV
Net charge: +1

Atoms and positions in Å:
1 C 0.55 -1.22 -1.29
2 C 0.74 -1.46 1.02
3 C 0.64 0.89 -0.06
4 C -1.60 1.64 0.35
5 N -0.42 1.66 -0.38
6 O 0.37 -0.59 0.00
7 I -2.83 -0.24 0.06
8 H 1.57 -1.23 -1.76
9 H 0.03 -2.23 -1.09
10 H 0.04 -0.57 -1.90
11 H 1.69 -2.06 0.99
12 H 0.84 -0.88 1.88
13 H -0.03 -2.13 1.16
14 H 1.66 1.06 -0.53
15 H 1.25 1.28 1.47
16 H -2.37 2.33 -0.01
17 H -1.59 1.54 1.40
18 H -0.52 2.22 -1.29

These are the Mulliken partial charges, in e, on atoms 1 to 8: C -0.724; C -0.738; C -0.781; C -0.872; N -0.039; O 0.172; I 0.018; H 0.296


Q: Which of them is the least stable? A: c.